Entry 1:
ORCA calculation (wB97M-V/def2-TZVPD) on one molecule with the formula C4H8O2.

```
14
Properties=species:S:1:pos:R:3:mulliken_charge:R:1
H -1.05 1.41 0.90 0.39
H 0.47 -0.66 1.98 0.30
C -0.82 -0.17 -1.21 -1.19
H -0.03 -0.76 -1.69 0.37
H 1.08 -1.41 0.45 0.46
C 0.53 -0.57 0.89 -0.56
H -1.78 -0.42 -1.67 0.32
H 2.52 1.62 -0.38 0.16
H -1.41 -1.34 0.51 0.36
O -1.58 0.60 0.98 -0.54
H -0.62 0.88 -1.42 0.27
O 1.27 0.64 0.62 -0.23
C -0.87 -0.42 0.30 0.20
C 2.17 0.56 -0.32 -0.31
```

Results
Gap between HOMO and LUMO in eV: 9.493
LUMO level in eV: 0.635
Multiplicity: 1


Entry 2:
ORCA calculation (wB97M-V/def2-TZVPD) on a 2-piece molecular cluster, C4H8O2 overall.

```
14
Properties=species:S:1:pos:R:3:mulliken_charge:R:1
O 2.00 0.10 0.53 -0.54
H 0.36 0.71 2.00 0.30
O -0.99 -0.23 -1.34 -0.36
H -1.73 -1.20 0.33 0.32
C 0.08 0.30 -0.68 -0.60
H -0.94 -2.25 -0.86 0.29
H 0.23 1.35 -0.91 0.50
C 1.25 -0.38 -0.37 0.27
H 1.65 1.95 1.59 0.28
H -2.53 -1.54 -1.22 0.22
C 0.73 1.46 1.31 -0.72
C -1.57 -1.36 -0.74 -0.72
H 1.57 -1.29 -0.90 0.38
H -0.04 2.17 1.00 0.38
```

Results
Gap between HOMO and LUMO (spin up / spin down) in eV: 7.482 / 7.474
LUMO level (spin up / spin down) in eV: -0.116 / -0.122
Multiplicity: 1


Entry 3:
ORCA calculation (wB97M-V/def2-TZVPD) on one molecule with the formula C4H8O2.

```
14
Properties=species:S:1:pos:R:3:mulliken_charge:R:1
H 2.32 -0.20 -0.58 0.37
H -0.88 -0.60 -2.18 0.26
H -0.01 1.18 -0.72 0.39
O 1.75 -0.30 0.20 -0.60
H -1.69 1.32 1.09 0.34
H -0.33 0.60 2.00 0.26
C -0.88 -0.49 0.16 -0.16
C 0.35 -1.06 -0.41 0.03
C -0.42 -0.25 -1.26 -1.00
H 0.68 -2.10 -0.41 0.40
H -1.66 -1.18 0.48 0.35
O 0.20 1.61 0.28 -0.76
H 1.30 0.67 0.34 0.59
C -0.73 0.80 0.99 -0.48
```

Results
Gap between HOMO and LUMO in eV: 8.984
LUMO level in eV: 0.718
Multiplicity: 1


Entry 4:
ORCA calculation (wB97M-V/def2-TZVPD) on C4H8O2 as an isolated structure.

```
14
Properties=species:S:1:pos:R:3:mulliken_charge:R:1
C 0.60 -0.72 -0.84 -0.36
C -0.43 0.83 0.52 0.36
H 0.99 -0.93 -1.84 0.33
C 0.77 0.66 -0.31 -0.53
H 1.04 1.44 -1.03 0.27
H -1.49 -1.16 0.86 0.36
H 1.75 0.55 1.13 0.11
C -0.87 -0.31 -0.69 -0.17
H -0.91 1.81 0.50 0.32
H 0.84 -1.52 -0.14 0.18
O -1.72 -1.21 -0.09 -0.55
O -0.40 0.16 1.65 -0.77
H 1.16 0.31 1.71 0.05
H -1.32 0.14 -1.57 0.40
```

Results
Gap between HOMO and LUMO (spin up / spin down) in eV: 8.979 / 8.979
LUMO level (spin up / spin down) in eV: -0.389 / -0.390
Multiplicity: 1


Entry 5:
ORCA calculation (wB97M-V/def2-TZVPD) on a 2-piece molecular cluster, C4H8O2 overall.

```
14
Properties=species:S:1:pos:R:3:mulliken_charge:R:1
H 0.52 -0.54 -1.92 0.00
O -0.20 1.06 -0.37 -0.21
C -1.98 -0.33 0.52 -1.04
H -0.05 -1.04 -1.98 0.02
H 1.98 0.49 1.47 0.23
H 1.62 1.99 -0.60 0.18
H -2.64 0.31 -0.07 0.29
H -2.22 -0.22 1.58 0.31
H -2.15 -1.38 0.25 0.30
H 2.40 -0.71 0.21 0.20
C 1.66 0.05 0.50 0.05
C 1.24 0.97 -0.64 -0.78
C -0.57 0.04 0.28 0.79
O 0.41 -0.68 0.78 -0.35
```

Results
Gap between HOMO and LUMO in eV: 7.572
LUMO level in eV: 0.845
Multiplicity: 1


Entry 6:
ORCA calculation (wB97M-V/def2-TZVPD) on a 2-piece molecular cluster, C4H8O2 overall.

```
14
Properties=species:S:1:pos:R:3:mulliken_charge:R:1
C -0.98 -1.05 0.33 -0.29
H -2.00 -1.46 0.39 0.26
C -0.71 0.17 1.21 -0.45
O -0.78 -0.28 -0.87 -0.41
H 0.29 0.16 1.64 0.22
C 1.84 -0.51 -0.67 -0.19
H 2.58 1.19 -0.80 0.39
H -1.70 1.52 -0.27 0.26
O 2.31 0.48 -1.40 -0.37
H -1.46 0.42 1.97 0.28
H -0.25 -1.87 0.39 0.25
H 0.09 1.56 -0.38 0.10
C -0.78 0.94 -0.11 -0.18
H 1.56 -1.27 -1.43 0.13
```

Results
Gap between HOMO and LUMO in eV: 9.519
LUMO level in eV: 0.810
Multiplicity: 1


Entry 7:
ORCA calculation (wB97M-V/def2-TZVPD) on a 2-piece molecular cluster, C4H8O2 overall.

```
14
Properties=species:S:1:pos:R:3:mulliken_charge:R:1
H -0.66 0.82 -2.01 0.23
C -1.61 0.93 -1.44 -0.13
O 0.45 -0.48 1.97 -0.44
C -0.51 -0.60 0.94 -0.50
C 1.47 0.91 0.17 -1.23
H -0.96 -1.59 0.82 0.25
H 1.71 0.88 -0.90 0.28
H -1.20 0.23 0.87 0.35
H -2.28 0.04 -1.47 0.30
H 0.76 1.73 0.34 0.30
O -1.89 1.92 -0.83 -0.39
H 1.47 -1.29 0.32 0.37
C 0.91 -0.41 0.62 0.27
H 2.40 1.13 0.70 0.34
```

Results
Gap between HOMO and LUMO in eV: 10.939
LUMO level in eV: 0.604
SMILES: C[C@@H]1CO1.C=O
Multiplicity: 1


Entry 8:
ORCA calculation (wB97M-V/def2-TZVPD) on one molecule with the formula C4H8O2 at a distorted geometry.

```
14
Properties=species:S:1:pos:R:3:mulliken_charge:R:1
H -1.79 0.77 -0.85 0.30
H 0.38 -1.55 1.18 0.40
C -0.26 -0.80 -0.43 0.11
H -1.93 -0.02 0.74 0.28
H 1.83 -0.95 -0.99 0.35
O -0.30 -1.80 0.53 -0.55
H 0.51 1.00 1.38 0.48
O 1.54 0.06 0.79 -0.65
C -0.31 1.37 0.64 -0.55
H -0.64 -1.20 -1.37 0.40
C 1.16 -0.22 -0.51 -0.62
H -0.13 2.23 -0.03 0.27
H 1.17 0.71 -1.10 0.30
C -1.23 0.41 0.02 -0.53
```

Results
Gap between HOMO and LUMO (spin up / spin down) in eV: 9.047 / 7.548
LUMO level (spin up / spin down) in eV: -0.620 / -1.191
Multiplicity: 1


no.,M (u),DFT total energy (eV)
1,88.1,-8369.4449
2,88.1,-8367.4692
3,88.1,-8368.4151
4,88.1,-8367.4063
5,88.1,-8368.5138
6,88.1,-8368.2727
7,88.1,-8370.4006
8,88.1,-8368.0598